Molecular formula: C3H7BO
Method: DFT, ωB97M-V/def2-TZVPD

## Properties
- HOMO energy (alpha / beta) (eV) = -5.19 / -10.20
- ⟨S²⟩ = 2.003
- multiplicity = 3
- LUMO (alpha / beta) (eV) = 0.484 / -2.242
- HOMO-LUMO gap (alpha / beta) (eV) = 5.674 / 7.961

CARTESIAN COORDINATES (ANGSTROEM)
B (1.4290, 0.0482, -0.1210)
C (-2.9948, -0.7435, 0.0736)
C (1.8669, 1.5321, 0.0823)
C (0.9512, -1.1632, -0.1743)
O (-4.0249, -0.3527, -0.3679)
H (-2.6205, -1.7491, 0.4261)
H (2.0899, 2.0068, 1.0219)
H (1.0856, 2.1571, -0.3462)
H (2.7768, 1.5991, -0.6296)
H (-0.0070, -1.5121, 0.2691)
H (1.6116, -1.8508, -0.7088)
H (-2.1638, 0.0282, 0.4749)


Molecular formula: C5H7P
Method: DFT, ωB97M-V/def2-TZVPD

## Properties
- HOMO energy (eV) = -8.48
- LUMO (eV) = 0.251
- HOMO-LUMO gap (eV) = 8.728

CARTESIAN COORDINATES (ANGSTROEM)
C (-0.3591, 0.0639, 0.8804)
C (2.2357, -1.4679, 0.2611)
C (-0.7153, 0.7210, -0.0642)
C (-0.1496, -0.7373, 2.0296)
C (-1.0570, 1.4858, -1.2730)
P (1.6820, -1.4706, 1.8506)
H (1.9175, -0.7104, -0.4759)
H (3.1481, -1.9958, -0.0056)
H (-0.1690, 0.0145, 2.8352)
H (-0.7299, -1.6109, 2.2445)
H (-1.7915, 0.8300, -1.7896)
H (-0.1198, 1.6082, -1.8466)
H (-1.4732, 2.4713, -0.7934)


Number 1: calculated total energy -218.34118 Ha. Number 2: calculated total energy -535.93328 Ha.